No. 1
This record from the OMol25 dataset describes a cluster of 10 separate species, C10H40N20O10 in total. The level of theory is ωB97M-V with the def2-TZVPD basis set.

Last columns: bonded neighbours and bond lengths (Å).
Positions of all 80 atoms, in Å:
1 N 3.5920 -0.7245 1.9884  C2 1.364, H5 1.005, H6 0.982
2 C 2.9344 0.0622 2.8877  N1 1.364, N3 1.351, O4 1.221
3 N 1.8008 -0.5467 3.3000  C2 1.351, H7 0.964, H8 1.001
4 O 3.2986 1.1250 3.3658  C2 1.221
5 H 2.9435 -1.3446 1.5365  N1 1.005
6 H 4.1338 -0.2069 1.3538  N1 0.982
7 H 1.2023 -0.0391 3.8597  N3 0.964
8 H 1.5937 -1.5180 3.1714  N3 1.001
9 N 2.3319 -5.4532 -0.3339  C10 1.409, H13 1.023, H14 1.043
10 C 1.1318 -4.7395 -0.1432  N9 1.409, N11 1.316, O12 1.238
11 N 1.3266 -3.4432 -0.2622  C10 1.316, H15 1.002, H16 0.986
12 O 0.0492 -5.2611 0.1541  C10 1.238
13 H 2.9841 -5.0827 0.3617  N9 1.023
14 H 2.1803 -6.4097 0.0529  N9 1.043
15 H 2.2524 -3.0677 -0.3369  N11 1.002
16 H 0.5629 -2.8233 -0.1883  N11 0.986
17 N 3.6120 -0.8616 -2.8963  C18 1.343, H21 1.015, H22 0.995
18 C 4.1949 -1.1343 -1.7172  N17 1.343, N19 1.407, O20 1.243
19 N 4.4255 -2.5086 -1.5248  C18 1.407, H23 0.988, H24 1.032
20 O 4.4054 -0.3711 -0.7584  C18 1.243
21 H 3.2719 0.0948 -2.9069  N17 1.015
22 H 3.2079 -1.6729 -3.3058  N17 0.995
23 H 4.4835 -3.0492 -2.3494  N19 0.988
24 H 5.1458 -2.5819 -0.7896  N19 1.032
25 N 0.8298 3.0586 -3.1457  C26 1.345, H29 1.009, H30 1.031
26 C 2.0076 2.4496 -3.3730  N25 1.345, N27 1.355, O28 1.208
27 N 3.0853 3.2135 -3.0708  C26 1.355, H31 1.003, H32 0.980
28 O 2.1047 1.2908 -3.6999  C26 1.208
29 H 0.7736 4.0533 -2.9854  N25 1.009
30 H 0.0097 2.6551 -3.6223  N25 1.031
31 H 3.0300 4.1700 -2.7753  N27 1.003
32 H 3.8630 3.0262 -3.6367  N27 0.980
33 N -4.6587 -0.7737 -1.2771  C34 1.363, H37 1.001, H38 0.992
34 C -3.7528 0.2335 -1.4279  N33 1.363, N35 1.380, O36 1.253
35 N -2.5827 -0.1964 -2.0203  C34 1.380, H39 1.063, H40 1.044
36 O -3.9597 1.4363 -1.1437  C34 1.253
37 H -5.5068 -0.7206 -0.7490  N33 1.001
38 H -4.4787 -1.7374 -1.4307  N33 0.992
39 H -2.5233 -1.2460 -2.1796  N35 1.063
40 H -1.5738 0.0242 -1.8685  N35 1.044
41 N -1.4732 3.4980 -0.6127  C42 1.348, H45 0.964, H46 1.035
42 C -1.5181 4.2428 -1.7356  N41 1.348, N43 1.339, O44 1.216
43 N -2.4426 3.9194 -2.6493  C42 1.339, H47 0.998, H48 1.008
44 O -0.8806 5.2758 -1.8116  C42 1.216
45 H -1.8297 2.6155 -0.4599  N41 0.964
46 H -0.7159 3.7439 0.0493  N41 1.035
47 H -3.0837 3.1937 -2.4090  N43 0.998
48 H -2.5709 4.5641 -3.4136  N43 1.008
49 N -3.7156 0.6234 1.9565  C50 1.357, H53 1.014, H54 1.017
50 C -3.8309 -0.7263 2.0436  N49 1.357, N51 1.338, O52 1.211
51 N -5.0513 -1.2557 1.9010  C50 1.338, H55 1.004, H56 1.005
52 O -2.8296 -1.3574 2.3013  C50 1.211
53 H -2.7925 0.7924 1.5721  N49 1.014
54 H -4.3568 1.0320 1.2804  N49 1.017
55 H -5.8919 -0.7132 1.9799  N51 1.004
56 H -4.9987 -2.2480 2.0521  N51 1.005
57 N -2.2900 -3.7017 1.1151  C58 1.365, H61 0.995, H62 1.011
58 C -3.2020 -4.6481 1.4840  N57 1.365, N59 1.282, O60 1.260
59 N -3.0710 -5.8337 1.0149  C58 1.282, H63 1.025, H64 1.012
60 O -4.1822 -4.3536 2.2190  C58 1.260
61 H -2.3186 -2.9002 1.7046  N57 0.995
62 H -1.3939 -4.0111 0.7632  N57 1.011
63 H -2.2373 -6.0517 0.4602  N59 1.025
64 H -3.4601 -6.5541 1.6098  N59 1.012
65 N 1.2305 5.5102 1.7792  C66 1.418, H69 0.998, H70 1.014
66 C 1.3512 4.1474 2.1534  N65 1.418, N67 1.360, O68 1.246
67 N 2.4688 3.8703 2.8765  C66 1.360, H71 1.037, H72 0.988
68 O 0.4835 3.3165 1.8231  C66 1.246
69 H 0.5183 5.7270 1.1149  N65 0.998
70 H 2.0571 6.0936 1.8487  N65 1.014
71 H 2.7071 2.9153 3.2017  N67 1.037
72 H 2.9883 4.6316 3.2331  N67 0.988
73 N -0.5069 0.4001 1.3035  C74 1.350, H77 1.052, H78 1.007
74 C 0.3104 0.2191 0.2445  N73 1.350, N75 1.365, O76 1.222
75 N 1.0722 1.2444 -0.2355  C74 1.365, H79 1.034, H80 0.993
76 O 0.3472 -0.8714 -0.3052  C74 1.222
77 H -0.3898 1.3511 1.7369  N73 1.052
78 H -1.0502 -0.3642 1.6697  N73 1.007
79 H 1.6468 1.1141 -1.0850  N75 1.034
80 H 1.1705 2.1695 0.1120  N75 0.993

Properties
Kohn-Sham gap = 9.47 eV
Total charge = 0
HOMO energy = -9.07 eV
SMILES = NC(N)=O.NC(N)=O.NC(N)=O.NC(N)=O.NC(N)=O.NC(N)=O.NC(N)=O.NC(N)=O.NC(N)=O.NC(N)=O

---

No. 2
This record from the OMol25 dataset describes a cluster of 10 separate species, C10H40O10 in total. The level of theory is ωB97M-V with the def2-TZVPD basis set.

Last columns: bonded neighbours and bond lengths (Å).
Positions of all 60 atoms, in Å:
1 C 4.0897 2.2964 -0.3755  O2 1.429, H3 1.090, H4 1.090, H5 1.090
2 O 4.2103 3.6829 -0.7009  C1 1.429, H6 0.960
3 H 3.0823 1.8807 -0.3564  C1 1.090
4 H 4.7185 1.6294 -0.9654  C1 1.090
5 H 4.3465 2.0019 0.6420  C1 1.090
6 H 5.1480 3.8554 -0.8127  O2 0.960
7 C 5.4322 -1.0627 2.2106  O8 1.382, H9 1.090, H10 1.090, H11 1.090
8 O 4.1369 -0.5828 2.1656  C7 1.382, H12 0.960
9 H 6.0816 -0.6172 1.4570  C7 1.090
10 H 5.8051 -0.7995 3.2004  C7 1.090
11 H 5.5429 -2.1470 2.2183  C7 1.090
12 H 3.7168 -0.8162 1.3346  O8 0.960
13 C 0.6581 -1.5389 3.9566  O14 1.461, H15 1.090, H16 1.090, H17 1.090
14 O -0.5951 -1.1884 4.6201  C13 1.461, H18 0.960
15 H 0.6113 -1.4811 2.8692  C13 1.090
16 H 1.4022 -0.8038 4.2631  C13 1.090
17 H 1.0147 -2.5492 4.1573  C13 1.090
18 H -1.2143 -0.8880 3.9509  O14 0.960
19 C -2.7404 -1.6563 2.0066  O20 1.415, H21 1.090, H22 1.090, H23 1.090
20 O -2.1989 -0.4289 2.4582  C19 1.415, H24 0.960
21 H -3.6722 -1.8547 2.5363  C19 1.090
22 H -2.9988 -1.6292 0.9480  C19 1.090
23 H -2.0742 -2.5120 2.1170  C19 1.090
24 H -1.7878 0.0414 1.7292  O20 0.960
25 C -0.0937 -0.7800 -3.1783  O26 1.428, H27 1.090, H28 1.090, H29 1.090
26 O -0.4488 -2.1064 -3.5708  C25 1.428, H30 0.960
27 H -0.2036 -0.6224 -2.1053  C25 1.090
28 H 0.9246 -0.6376 -3.5401  C25 1.090
29 H -0.7953 -0.0586 -3.5971  C25 1.090
30 H -0.5061 -2.2399 -4.5197  O26 0.960
31 C -4.5667 2.0247 0.1948  O32 1.418, H33 1.090, H34 1.090, H35 1.090
32 O -5.5636 2.4990 1.0851  C31 1.418, H36 0.960
33 H -3.5323 2.1347 0.5204  C31 1.090
34 H -4.6769 0.9432 0.1158  C31 1.090
35 H -4.6795 2.4432 -0.8053  C31 1.090
36 H -5.6461 1.9221 1.8480  O32 0.960
37 C -1.5373 2.7579 -2.9541  O38 1.393, H39 1.090, H40 1.090, H41 1.090
38 O -0.6360 2.5474 -1.9129  C37 1.393, H42 0.960
39 H -2.1457 3.6168 -2.6712  C37 1.090
40 H -0.9327 2.9648 -3.8371  C37 1.090
41 H -2.3083 2.0117 -3.1463  C37 1.090
42 H 0.0727 3.1883 -2.0060  O38 0.960
43 C 0.4976 1.0983 0.9103  O44 1.475, H45 1.090, H46 1.090, H47 1.090
44 O -0.8725 0.8730 0.4128  C43 1.475, H48 0.960
45 H 0.4516 0.8311 1.9660  C43 1.090
46 H 1.2437 0.4687 0.4255  C43 1.090
47 H 0.7852 2.1409 0.7744  C43 1.090
48 H -0.9027 1.2256 -0.4796  O44 0.960
49 C 2.3571 -2.4849 -0.3808  O50 1.373, H51 1.090, H52 1.090, H53 1.090
50 O 3.3072 -1.4941 -0.3872  C49 1.373, H54 0.960
51 H 1.6335 -2.2678 -1.1665  C49 1.090
52 H 2.8269 -3.4622 -0.4919  C49 1.090
53 H 1.9211 -2.4764 0.6182  C49 1.090
54 H 3.8475 -1.5160 -1.1805  O50 0.960
55 C -3.4315 -1.5103 -1.9681  O56 1.407, H57 1.090, H58 1.090, H59 1.090
56 O -4.8310 -1.3689 -1.9704  C55 1.407, H60 0.960
57 H -3.1969 -2.4626 -1.4926  C55 1.090
58 H -3.0587 -1.5652 -2.9909  C55 1.090
59 H -2.9133 -0.6901 -1.4714  C55 1.090
60 H -5.1050 -0.7798 -2.6771  O56 0.960

Properties
Kohn-Sham gap (alpha / beta) = 9.47 / 2.50 eV
Total charge = +1
HOMO energy (alpha / beta) = -12.16 / -12.16 eV
Multiplicity = 2

---

No. 3
This record from the OMol25 dataset describes a cluster of 12 separate species, C10H44O12 in total. The level of theory is ωB97M-V with the def2-TZVPD basis set.

Last columns: bonded neighbours and bond lengths (Å).
Positions of all 66 atoms, in Å:
1 C -3.6016 -3.1569 0.6298  C2 1.507, H4 1.090, H5 1.090, H6 1.090
2 C -2.7927 -2.3374 -0.3431  C1 1.507, O3 1.441, H7 1.090, H8 1.090
3 O -3.6071 -1.9079 -1.4512  C2 1.441, H9 0.960
4 H -4.4986 -2.5856 0.8688  C1 1.090
5 H -3.1450 -3.2731 1.6127  C1 1.090
6 H -3.9566 -4.0979 0.2094  C1 1.090
7 H -1.9076 -2.8911 -0.6561  C2 1.090
8 H -2.5463 -1.3943 0.1447  C2 1.090
9 H -4.0145 -2.6937 -1.8229  O3 0.960
10 C 0.8567 0.0837 0.0140  C11 1.535, H13 1.090, H14 1.090, H15 1.090
11 C 0.4825 -0.2223 -1.4432  C10 1.535, O12 1.435, H16 1.090, H17 1.090
12 O 0.5630 -1.6398 -1.6492  C11 1.435, H18 0.960
13 H 0.5038 1.1050 0.1574  C10 1.090
14 H 1.9423 0.1471 0.0880  C10 1.090
15 H 0.4609 -0.5814 0.7816  C10 1.090
16 H 1.2010 0.1945 -2.1489  C11 1.090
17 H -0.4719 0.1688 -1.7957  C11 1.090
18 H 0.4523 -1.8437 -2.5808  O12 0.960
19 C 5.0890 1.7565 -3.2740  C20 1.528, H22 1.090, H23 1.090, H24 1.090
20 C 4.0356 2.2255 -2.2722  C19 1.528, O21 1.338, H25 1.090, H26 1.090
21 O 4.3767 3.4323 -1.8050  C20 1.338, H27 0.960
22 H 6.1067 1.9369 -2.9280  C19 1.090
23 H 5.0300 2.2448 -4.2468  C19 1.090
24 H 4.8645 0.6969 -3.3961  C19 1.090
25 H 4.0540 1.5282 -1.4346  C20 1.090
26 H 3.0283 2.4165 -2.6422  C20 1.090
27 H 3.5232 3.7418 -1.4929  O21 0.960
28 C -0.2610 2.2474 3.1425  C29 1.498, H31 1.090, H32 1.090, H33 1.090
29 C -1.4860 2.8993 3.7075  C28 1.498, O30 1.385, H34 1.090, H35 1.090
30 O -2.3985 3.0703 2.6798  C29 1.385, H36 0.960
31 H 0.1183 3.0042 2.4560  C28 1.090
32 H -0.3971 1.3623 2.5211  C28 1.090
33 H 0.5275 2.0693 3.8737  C28 1.090
34 H -1.3701 3.8865 4.1547  C29 1.090
35 H -1.9945 2.2380 4.4091  C29 1.090
36 H -2.8649 2.2499 2.5037  O30 0.960
37 C -1.2772 -3.2727 3.8244  C38 1.512, H40 1.090, H41 1.090, H42 1.090
38 C -1.0781 -2.0982 2.8926  C37 1.512, O39 1.424, H43 1.090, H44 1.090
39 O -2.1425 -1.1821 3.1313  C38 1.424, H45 0.960
40 H -0.5111 -4.0478 3.8081  C37 1.090
41 H -2.2164 -3.8212 3.7527  C37 1.090
42 H -1.2196 -2.8983 4.8465  C37 1.090
43 H -1.0732 -2.4903 1.8756  C38 1.090
44 H -0.0374 -1.7884 2.9872  C38 1.090
45 H -2.7681 -1.7287 3.6123  O39 0.960
46 O 0.1107 -3.1981 -4.2764  H47 0.957, H48 0.957
47 H 0.8695 -2.6285 -4.4027  O46 0.957
48 H 0.2748 -3.9470 -4.8495  O46 0.957
49 O 2.1243 3.7427 -0.1637  H50 0.957, H51 0.957
50 H 1.1681 3.7719 -0.1955  O49 0.957
51 H 2.3226 3.2144 0.6095  O49 0.957
52 O 3.1827 2.0784 1.6334  H53 0.957, H54 0.957
53 H 4.1163 2.2064 1.4655  O52 0.957
54 H 3.1380 1.2614 2.1301  O52 0.957
55 O -3.1576 1.3989 -1.1072  H56 0.957, H57 0.957
56 H -3.2321 0.5107 -1.4563  O55 0.957
57 H -3.7979 1.9070 -1.6053  O55 0.957
58 O -0.4661 3.5992 -1.2178  H59 0.957, H60 0.957
59 H -1.1915 3.0416 -0.9365  O58 0.957
60 H -0.8612 4.4620 -1.3428  O58 0.957
61 O 2.6023 -2.8823 -0.2066  H62 0.957, H63 0.957
62 H 2.1983 -2.4211 -0.9416  O61 0.957
63 H 2.1296 -3.7130 -0.1555  O61 0.957
64 O -1.9191 -1.4987 -3.6672  H65 0.957, H66 0.957
65 H -1.1885 -2.0724 -3.8984  O64 0.957
66 H -2.0019 -1.5864 -2.7177  O64 0.957

Properties
Kohn-Sham gap = 9.09 eV
Total charge = 0
HOMO energy = -9.06 eV
SMILES = CCO.CCO.CCO.CCO.CCO.O.O.O.O.O.O.O

---

No. 4
This record from the OMol25 dataset describes a cluster of 12 separate species, C10H44O17 in total. The level of theory is ωB97M-V with the def2-TZVPD basis set.

Last columns: bonded neighbours and bond lengths (Å).
Positions of all 71 atoms, in Å:
1 O -0.6267 -0.4400 0.4469  C2 1.405, H5 0.970
2 C -1.3209 0.7345 0.1118  O1 1.405, C3 1.548, H6 1.087, H7 1.066
3 C -2.4474 1.1039 1.1072  C2 1.548, O4 1.429, H8 1.089, H9 1.102
4 O -3.4857 1.7740 0.3890  C3 1.429, H10 0.978
5 H 0.0983 -0.5474 -0.1887  O1 0.970
6 H -0.4557 1.3921 0.0771  C2 1.087
7 H -1.6994 0.5686 -0.8708  C2 1.066
8 H -2.0598 1.6021 1.9949  C3 1.089
9 H -3.0041 0.1854 1.3560  C3 1.102
10 H -3.7461 1.2963 -0.4236  O4 0.978
11 O 1.4248 0.6206 2.7100  C12 1.374, H15 0.968
12 C 2.2727 0.8098 3.7741  O11 1.374, C13 1.588, H16 1.071, H17 1.108
13 C 3.3988 1.8011 3.2534  C12 1.588, O14 1.400, H18 1.097, H19 1.098
14 O 4.4677 2.0316 4.1272  C13 1.400, H20 0.960
15 H 1.1422 1.5070 2.4419  O11 0.968
16 H 1.7010 1.1645 4.6071  C12 1.071
17 H 2.7010 -0.2023 3.9187  C12 1.108
18 H 3.0024 2.7813 2.9613  C13 1.097
19 H 3.8100 1.3861 2.3241  C13 1.098
20 H 5.0628 2.5871 3.6191  O14 0.960
21 O -2.1663 -2.7418 0.6713  C22 1.400, H25 0.966
22 C -3.5075 -2.6733 1.0656  O21 1.400, C23 1.558, H26 1.109, H27 1.079
23 C -4.4384 -2.5433 -0.1765  C22 1.558, O24 1.435, H28 1.064, H29 1.103
24 O -5.8143 -2.4798 0.2252  C23 1.435, H30 0.938
25 H -1.8556 -1.8519 0.4590  O21 0.966
26 H -3.6593 -3.6199 1.6231  C22 1.109
27 H -3.6910 -2.0196 1.9038  C22 1.079
28 H -4.2791 -3.4678 -0.6783  C23 1.064
29 H -4.2064 -1.7218 -0.8756  C23 1.103
30 H -5.9534 -3.2234 0.7793  O24 0.938
31 O 2.2429 -0.7439 0.0019  C32 1.399, H35 0.958
32 C 3.5820 -1.1156 -0.1621  O31 1.399, C33 1.548, H36 1.127, H37 1.106
33 C 4.0478 -1.9798 1.0351  C32 1.548, O34 1.391, H38 1.070, H39 1.098
34 O 5.3630 -2.4322 1.0346  C33 1.391, H40 0.950
35 H 2.2524 -0.1061 0.7171  O31 0.958
36 H 3.7500 -1.6851 -1.1196  C32 1.127
37 H 4.2802 -0.2644 -0.2653  C32 1.106
38 H 3.4075 -2.8341 1.1086  C33 1.070
39 H 3.8201 -1.5673 2.0271  C33 1.098
40 H 5.8747 -1.6637 1.2592  O34 0.950
41 O 2.0291 0.8437 -2.5913  C42 1.376, H45 0.989
42 C 1.3922 1.7541 -3.4031  O41 1.376, C43 1.573, H46 1.096, H47 1.080
43 C -0.1285 1.7145 -3.0010  C42 1.573, O44 1.406, H48 1.092, H49 1.057
44 O -0.7980 2.1749 -4.1487  C43 1.406, H50 0.985
45 H 1.4786 0.0345 -2.4478  O41 0.989
46 H 1.8174 2.7423 -3.1933  C42 1.096
47 H 1.5678 1.4412 -4.4216  C42 1.080
48 H -0.2671 2.2714 -2.0722  C43 1.092
49 H -0.5023 0.7348 -2.8671  C43 1.057
50 H -0.3204 2.9339 -4.5565  O44 0.985
51 O -2.2092 -1.0866 -3.2315  H52 0.929, H53 0.952
52 H -2.8576 -0.4218 -3.2578  O51 0.929
53 H -2.1763 -1.3753 -4.1384  O51 0.952
54 O -1.1265 4.0759 0.1329  H55 0.949, H56 0.947
55 H -1.5110 4.6628 -0.5063  O54 0.949
56 H -1.8671 3.4880 0.1812  O54 0.947
57 O 0.3265 -1.3811 -2.2407  H58 0.977, H59 0.914
58 H -0.5769 -1.2503 -2.5890  O57 0.977
59 H 0.4033 -2.2907 -2.1995  O57 0.914
60 O 0.6510 -2.1872 2.8850  H61 0.951, H62 0.955
61 H 0.7301 -1.2481 3.0146  O60 0.951
62 H 0.6315 -2.2916 1.9364  O60 0.955
63 O 1.2198 -3.3207 0.1601  H64 0.954, H65 0.970
64 H 1.6465 -2.4854 -0.0147  O63 0.954
65 H 0.8984 -3.6263 -0.7030  O63 0.970
66 O 1.2785 3.2030 1.1189  H67 0.980, H68 0.946
67 H 1.7035 2.9745 0.2661  O66 0.980
68 H 0.4207 3.5165 0.8735  O66 0.946
69 O -4.0344 0.9385 -2.2640  H70 0.943, H71 0.952
70 H -4.3983 1.7387 -2.6060  O69 0.943
71 H -4.7062 0.3008 -2.4853  O69 0.952

Properties
Kohn-Sham gap = 9.22 eV
Total charge = 0
HOMO energy = -9.56 eV
SMILES = OCCO.OCCO.OCCO.OCCO.OCCO.O.O.O.O.O.O.O

---

| no. | electronic energy (eV) |
| --- | --- |
| 1 | -61306.9915 |
| 2 | -31479.0447 |
| 3 | -35651.7804 |
| 4 | -45887.6223 |